--- 1 ---
# C6H9N5

One molecule with the formula C6H9N5 (the ωB97M-V functional and the def2-TZVPD basis, OMol25).

The geometry in ORCA input format:
```
! RIJCOSX wB97M-V def2-TZVPD def2/J DEFGRID3
* xyz 0 1
C 1.011 -2.623 0.754
C 0.178 -2.185 0.038
C -1.007 -1.595 -0.627
C -1.548 -0.328 -0.040
N -2.545 0.393 -0.853
C -0.415 0.708 0.442
N -0.361 1.459 1.495
N 0.865 2.005 1.378
C 1.573 1.632 0.321
N 2.967 1.737 0.053
N 0.794 0.820 -0.320
H 1.653 -3.204 1.398
H -1.898 -2.326 -0.555
H -0.830 -1.314 -1.635
H -2.115 -0.474 0.904
H -2.668 1.292 -0.440
H -3.450 -0.142 -0.719
H 3.172 1.266 -0.842
H 3.537 2.429 0.555
H 1.089 0.449 -1.306
*
```

Output
HOMO energy	-8.38	eV
SMILES	C#CC[C@H](N)c1nnc(N)[nH]1
frontier orbital gap	8.92	eV
LUMO	0.5344	eV


--- 2 ---
# C6H9N5

One molecule with the formula C6H9N5 (the ωB97M-V functional and the def2-TZVPD basis, OMol25).

The geometry in ORCA input format:
```
! RIJCOSX wB97M-V def2-TZVPD def2/J DEFGRID3
* xyz 0 1
C 2.336 0.556 1.095
N 1.363 0.276 -0.049
C 0.496 1.352 -0.368
C -0.801 1.052 -0.122
C -2.167 1.155 -0.373
C -3.020 0.210 0.193
N -2.714 -0.977 0.812
N -1.521 -1.379 0.820
N -0.512 -0.591 0.628
N 0.714 -0.937 0.115
C 0.879 -1.624 -1.129
H 2.259 -0.349 1.659
H 3.411 0.674 0.688
H 2.020 1.386 1.644
H 0.973 2.273 -0.327
H -2.464 1.949 -1.001
H -4.128 0.339 0.092
H 0.662 -2.722 -1.108
H 0.234 -1.185 -1.902
H 1.980 -1.459 -1.371
*
```

Output
HOMO energy	-7.51	eV
SMILES	CN1C=C2C=CN=NN2N1C
frontier orbital gap	7.58	eV
LUMO	0.0643	eV


Most stable: 1


--- 1 ---
# C11H13N

A 2-piece molecular cluster, C11H13N overall (the ωB97M-V functional and the def2-TZVPD basis, OMol25).

The geometry in ORCA input format:
```
! RIJCOSX wB97M-V def2-TZVPD def2/J DEFGRID3
* xyz 0 1
C -6.343 1.767 0.132
C -5.400 1.027 0.040
C -4.305 0.167 -0.062
C -3.371 -0.568 -0.148
C -2.276 -1.425 -0.252
N -1.379 -2.133 -0.335
H -7.180 2.446 0.220
C 1.137 -1.642 0.176
C 1.705 -0.590 0.744
C 2.321 0.562 0.003
C 3.819 0.744 0.291
C 4.333 2.034 -0.350
C 4.630 -0.459 -0.184
H 1.056 -1.753 -0.912
H 0.700 -2.453 0.773
H 1.749 -0.538 1.850
H 2.170 0.410 -1.079
H 1.796 1.487 0.280
H 3.942 0.830 1.380
H 4.223 1.993 -1.440
H 5.394 2.196 -0.129
H 3.778 2.913 0.012
H 5.700 -0.342 0.047
H 4.281 -1.386 0.273
H 4.538 -0.574 -1.270
*
```

Output
HOMO energy	-9.15	eV
SMILES	C#CC#CC#N.C=CCC(C)C
frontier orbital gap	8.96	eV
LUMO	-0.1826	eV


--- 2 ---
# C11H13N

One molecule with the formula C11H13N (the ωB97M-V functional and the def2-TZVPD basis, OMol25).

The geometry in ORCA input format:
```
! RIJCOSX wB97M-V def2-TZVPD def2/J DEFGRID3
* xyz 0 1
C -2.187 2.061 0.086
C -2.055 0.534 0.047
C -3.019 -0.430 0.043
C -2.804 -1.830 0.077
C -1.561 -2.332 0.132
C -0.484 -1.401 0.028
C -0.713 0.049 0.041
C 0.529 0.658 0.123
C 1.486 -0.460 -0.080
C 2.421 -0.470 1.137
C 2.354 -0.394 -1.284
N 0.778 -1.717 0.030
H -1.676 2.593 0.945
H -3.269 2.259 0.268
H -1.724 2.293 -0.934
H -4.012 -0.163 0.068
H -3.636 -2.413 0.065
H -1.455 -3.345 0.204
H 0.762 1.721 0.292
H 3.155 -1.218 1.211
H 1.878 -0.447 1.980
H 3.064 0.509 1.271
H 3.113 -1.120 -1.423
H 2.965 0.610 -1.384
H 1.648 -0.346 -2.107
*
```

Output
HOMO energy	-7.92	eV
SMILES	Cc1cccc2c1=CC(C)(C)N=2
frontier orbital gap	7.53	eV
LUMO	-0.3975	eV


Most stable: 2


--- 1 ---
# C4H12N2

A 2-piece molecular cluster, C4H12N2 overall (the ωB97M-V functional and the def2-TZVPD basis, OMol25).

The geometry in ORCA input format:
```
! RIJCOSX wB97M-V def2-TZVPD def2/J DEFGRID3
* xyz 3 2
C 0.843 0.442 -1.064
C -0.180 1.572 -0.991
C -1.133 0.626 -0.323
C -0.803 0.169 0.943
N -1.844 -0.539 1.731
N 2.562 -1.584 -0.469
H 1.814 0.670 -0.755
H 0.580 -0.347 -1.711
H 0.466 2.369 -0.425
H -0.629 1.996 -2.101
H -2.124 0.389 -0.856
H -0.091 0.590 1.635
H -1.813 -1.533 1.828
H -1.913 -0.246 2.700
H -2.662 -0.390 1.263
H 2.598 -1.876 -1.536
H 3.516 -1.124 -0.247
H 2.875 -2.499 -0.019
*
```

Output
HOMO energy (alpha / beta)	-24.33 / -24.26	eV
frontier orbital gap (alpha / beta)	9.22 / 6.09	eV
LUMO (alpha / beta)	-15.1115 / -18.1653	eV


--- 2 ---
# C4H12N2

An isolated ion of composition C4H12N2 and charge +3 (the ωB97M-V functional and the def2-TZVPD basis, OMol25).

The geometry in ORCA input format:
```
! RIJCOSX wB97M-V def2-TZVPD def2/J DEFGRID3
* xyz 3 2
C 1.682 0.443 0.177
C 0.387 -0.311 0.522
C -0.754 0.153 -0.339
C -2.073 -0.256 -0.204
N -2.958 -0.322 -1.385
N 2.805 0.227 1.183
H 2.066 0.058 -0.771
H 1.558 1.525 0.154
H 0.455 -1.401 0.538
H 0.073 0.041 1.534
H -0.496 0.990 -1.003
H -2.539 -0.766 0.644
H -2.582 -0.845 -2.197
H -3.894 -0.713 -1.171
H -3.160 0.605 -1.822
H 2.689 0.551 2.153
H 3.114 -0.746 1.120
H 3.628 0.767 0.868
*
```

Output
HOMO energy (alpha / beta)	-25.48 / -26.29	eV
frontier orbital gap (alpha / beta)	10.66 / 8.54	eV
LUMO (alpha / beta)	-14.8283 / -17.7533	eV


Most stable: 2


--- 1 ---
# C4H8

C4H8 as an isolated structure (the ωB97M-V functional and the def2-TZVPD basis, OMol25).

The geometry in ORCA input format:
```
! RIJCOSX wB97M-V def2-TZVPD def2/J DEFGRID3
* xyz 0 1
C -0.593 -1.160 0.286
C -0.435 0.551 0.651
C 0.572 1.165 -0.304
C 0.448 -0.552 -0.635
H -1.582 -1.464 -0.110
H -0.294 -1.824 1.121
H -1.433 0.889 0.472
H -0.071 0.519 1.659
H 0.234 1.820 -1.130
H 1.577 1.473 0.046
H 0.139 -0.535 -1.658
H 1.439 -0.882 -0.398
*
```

Output
HOMO energy	-7.44	eV
frontier orbital gap	8.69	eV
LUMO	1.2528	eV


--- 2 ---
# C4H8

A 2-piece molecular cluster, C4H8 overall (the ωB97M-V functional and the def2-TZVPD basis, OMol25).

The geometry in ORCA input format:
```
! RIJCOSX wB97M-V def2-TZVPD def2/J DEFGRID3
* xyz 0 1
C -1.569 1.921 0.228
C -1.853 0.677 0.538
H -0.772 2.251 -0.387
H -2.359 2.686 0.550
H -1.091 -0.164 0.442
H -2.594 0.459 1.324
C 1.100 -1.686 -0.579
C 2.168 -0.814 -0.418
H 0.419 -1.917 0.258
H 1.237 -2.487 -1.371
H 2.246 -0.149 0.449
H 3.069 -0.779 -1.032
*
```

Output
HOMO energy	-10.02	eV
SMILES	C=C.C=C
frontier orbital gap	11.30	eV
LUMO	1.2783	eV


--- 3 ---
# C4H8

One molecule with the formula C4H8 (the ωB97M-V functional and the def2-TZVPD basis, OMol25).

The geometry in ORCA input format:
```
! RIJCOSX wB97M-V def2-TZVPD def2/J DEFGRID3
* xyz 0 1
C -0.071 1.126 -0.035
C -1.138 -0.047 0.034
C 0.066 -1.076 -0.064
C 1.097 0.054 0.016
H 0.025 1.838 0.766
H -0.177 1.685 -0.945
H -1.831 -0.082 -0.777
H -1.674 -0.211 0.984
H 0.023 -1.657 -0.971
H 0.064 -1.688 0.828
H 1.720 -0.008 0.929
H 1.897 0.066 -0.766
*
```

Output
HOMO energy	-10.45	eV
SMILES	C1CCC1
frontier orbital gap	11.80	eV
LUMO	1.3502	eV


Most stable: 3


--- 1 ---
# C4H8

A 2-piece molecular cluster, C4H8 overall (the ωB97M-V functional and the def2-TZVPD basis, OMol25).

The geometry in ORCA input format:
```
! RIJCOSX wB97M-V def2-TZVPD def2/J DEFGRID3
* xyz 0 1
C 2.875 -0.231 0.604
C 2.056 0.692 1.101
H 3.044 -1.168 1.115
H 3.500 -0.009 -0.253
H 1.361 0.367 1.871
H 1.950 1.726 0.809
C -3.005 -0.406 -0.560
C -1.897 -0.014 -1.171
H -3.036 -1.330 0.014
H -4.012 -0.106 -0.823
H -0.928 -0.474 -1.041
H -1.907 0.953 -1.665
*
```

Output
HOMO energy	-10.10	eV
SMILES	C=C.C=C
frontier orbital gap	11.31	eV
LUMO	1.2178	eV


--- 2 ---
# C4H8

A 2-piece molecular cluster, C4H8 overall (the ωB97M-V functional and the def2-TZVPD basis, OMol25).

The geometry in ORCA input format:
```
! RIJCOSX wB97M-V def2-TZVPD def2/J DEFGRID3
* xyz 0 1
C -1.823 -0.364 -0.074
C -1.119 0.721 -0.244
H -2.621 -0.326 0.746
H -1.754 -1.363 -0.637
H -1.247 1.523 0.517
H -0.390 0.728 -1.005
C 0.880 -0.345 0.360
C 1.938 0.066 -0.216
H 0.648 0.082 1.403
H 0.362 -1.161 -0.200
H 2.635 0.800 0.388
H 2.491 -0.361 -1.040
*
```

Output
HOMO energy	-9.08	eV
SMILES	C=C.C=C
frontier orbital gap	10.20	eV
LUMO	1.1181	eV


Most stable: 1


--- 1 ---
# C5H9N3O

One molecule with the formula C5H9N3O (the ωB97M-V functional and the def2-TZVPD basis, OMol25).

The geometry in ORCA input format:
```
! RIJCOSX wB97M-V def2-TZVPD def2/J DEFGRID3
* xyz 0 1
H -2.830 -1.461 -0.958
N -1.889 -1.429 -0.570
C -1.673 -0.388 0.137
N -2.489 0.672 0.403
C -0.313 -0.241 0.800
O -0.175 0.428 1.827
N 0.527 -1.500 0.593
C 1.518 -1.044 -0.138
C 1.128 0.234 -0.608
C 2.023 1.430 -0.530
H -3.470 0.615 0.187
H -2.211 1.252 1.182
H 0.237 -2.467 0.714
H 2.486 -1.543 -0.184
H 0.376 0.201 -1.388
H 3.084 1.160 -0.543
H 1.840 2.133 -1.343
H 1.832 1.948 0.419
*
```

Output
HOMO energy	-7.73	eV
SMILES	[H]/N=C(\N)C(=O)N/C=C/C
frontier orbital gap	8.24	eV
LUMO	0.5105	eV


--- 2 ---
# C5H9N3O

One molecule with the formula C5H9N3O (the ωB97M-V functional and the def2-TZVPD basis, OMol25).

The geometry in ORCA input format:
```
! RIJCOSX wB97M-V def2-TZVPD def2/J DEFGRID3
* xyz 0 1
N 2.249 -1.057 -0.764
C 0.970 -0.375 -0.523
C 0.993 1.032 0.133
C 0.676 0.421 1.449
C 0.036 -0.780 0.757
C -1.371 -0.498 0.072
O -2.312 -1.255 -0.059
N -1.387 0.847 -0.378
N -0.200 1.629 -0.569
H 1.954 -2.032 -1.019
H 2.614 -1.193 0.152
H 0.361 -0.168 -1.510
H 1.777 1.717 -0.060
H -0.022 1.033 2.038
H 1.598 0.271 2.061
H -0.203 -1.844 1.133
H -1.747 0.916 -1.375
H -0.283 2.612 -0.299
*
```

Output
HOMO energy	-8.84	eV
SMILES	N[C@@H]1[C@@H]2C[C@H]1C(=O)NN2
frontier orbital gap	9.67	eV
LUMO	0.8337	eV


--- 3 ---
# C5H9N3O

A 2-piece molecular cluster, C5H9N3O overall (the ωB97M-V functional and the def2-TZVPD basis, OMol25).

The geometry in ORCA input format:
```
! RIJCOSX wB97M-V def2-TZVPD def2/J DEFGRID3
* xyz 0 1
C -0.814 1.829 -2.591
C 1.348 -1.023 -0.315
C 0.436 -0.041 1.814
C -1.215 -0.739 0.198
C 0.217 -0.201 0.342
N -1.788 2.399 -2.911
N -0.006 0.960 -2.168
N 0.107 1.123 -0.249
O -0.227 2.097 0.362
H 0.839 -2.049 -0.502
H 1.641 -0.580 -1.223
H 2.259 -0.953 0.385
H -0.451 0.367 2.249
H 1.397 0.523 1.861
H 0.580 -1.081 2.185
H -1.368 -0.908 -0.878
H -1.171 -1.645 0.785
H -1.783 -0.077 0.657
*
```

Output
HOMO energy (alpha / beta)	-8.95 / -8.80	eV
frontier orbital gap (alpha / beta)	7.26 / 6.93	eV
LUMO (alpha / beta)	-1.6941 / -1.8733	eV


--- 4 ---
# C5H9N3O

One molecule with the formula C5H9N3O (the ωB97M-V functional and the def2-TZVPD basis, OMol25).

The geometry in ORCA input format:
```
! RIJCOSX wB97M-V def2-TZVPD def2/J DEFGRID3
* xyz 0 1
H 2.254 -1.751 0.773
N 1.608 -1.653 -0.011
C 0.847 -0.640 0.113
C 0.790 0.842 0.510
N 1.869 1.714 0.186
C -0.055 0.216 -0.609
N -0.018 0.460 -1.966
C -1.265 -0.645 0.178
C -1.540 -0.952 1.448
O -2.244 -0.754 -0.774
H 0.276 1.130 1.419
H 2.496 1.318 -0.505
H 1.714 2.664 0.499
H -0.818 0.210 -2.532
H 0.398 1.330 -2.267
H -0.770 -1.044 2.192
H -2.537 -1.205 1.778
H -3.005 -1.238 -0.433
*
```

Output
HOMO energy	-7.98	eV
SMILES	[H]/N=C1\[C@@H](N)[C@]1(N)C(=C)O
frontier orbital gap	8.67	eV
LUMO	0.6959	eV


Most stable: 1


--- 1 ---
# C5H9N3O

One molecule with the formula C5H9N3O (the ωB97M-V functional and the def2-TZVPD basis, OMol25).

The geometry in ORCA input format:
```
! RIJCOSX wB97M-V def2-TZVPD def2/J DEFGRID3
* xyz 0 1
C -1.698 0.500 -1.414
C -1.295 0.473 0.043
O -2.008 0.869 0.937
N 0.201 0.521 0.270
C 0.849 1.738 0.730
C 0.732 -0.685 0.247
N 2.036 -0.964 0.258
C -0.340 -1.668 0.109
N -0.140 -2.839 0.568
H -2.655 -0.007 -1.518
H -1.834 1.546 -1.713
H -0.965 0.022 -2.058
H 1.611 1.509 1.478
H 1.307 2.281 -0.101
H 0.089 2.364 1.194
H 2.279 -1.933 0.408
H 2.769 -0.279 0.178
H -0.939 -3.449 0.385
*
```

Output
HOMO energy	-7.10	eV
SMILES	CC(=O)N(C)C(N)=C=N
frontier orbital gap	7.61	eV
LUMO	0.5083	eV


--- 2 ---
# C5H9N3O

C5H9N3O as an isolated structure (the ωB97M-V functional and the def2-TZVPD basis, OMol25).

The geometry in ORCA input format:
```
! RIJCOSX wB97M-V def2-TZVPD def2/J DEFGRID3
* xyz 0 1
C -1.545 -0.123 1.667
N -0.880 0.546 0.527
C 0.565 0.720 0.603
C 1.118 1.804 0.005
H -1.371 1.381 0.182
H 1.027 0.233 1.454
H -2.590 -0.307 1.417
H -1.043 -1.077 1.836
H -1.478 0.511 2.552
H 2.153 2.057 0.194
H 0.639 2.290 -0.838
C 0.568 -1.325 -0.733
N 1.487 -1.225 -1.732
C -1.021 -0.504 -1.044
O 0.545 -2.275 0.042
N -1.792 -0.277 -1.893
H 1.473 -0.448 -2.374
H 2.145 -1.980 -1.865
*
```

Output
HOMO energy	-8.05	eV
frontier orbital gap	8.03	eV
LUMO	-0.0202	eV


Most stable: 1